## P
Density functional theory data (ωB97M-V/def2-TZVPD) for a 2-piece molecular cluster, C4H6Cl2O overall.

Results
2S+1: 1
E_LUMO: 0.101 eV
Kohn-Sham gap: 9.46 eV
HOMO level: -9.36 eV

XYZ file:
```
13
Properties=species:S:1:pos:R:3:lowdin_charge:R:1
C -0.07742 -1.04367 0.01984 -0.020
C -0.47293 0.11609 0.59610 -0.314
C -3.14380 -0.50192 0.03474 -1.225
C -0.72037 1.48917 -0.05641 -0.163
O -2.83393 -1.63027 0.32234 0.001
Cl -3.96661 0.00608 -1.52446 0.556
Cl -3.16086 0.81916 1.03135 0.806
H -0.03003 -1.94260 0.57438 0.045
H 0.32828 -1.09001 -0.97248 0.056
H -0.43583 -0.07227 1.71198 0.110
H -0.29920 2.13270 0.79993 0.109
H -1.65200 1.73653 -0.35804 -0.055
H -0.14742 1.54229 -1.02106 0.095
```

---

## Q
Density functional theory data (ωB97M-V/def2-TZVPD) for a 2-piece molecular cluster, C4H6Cl2O overall.

Results
2S+1: 1
E_LUMO (alpha / beta): -0.257 / -1.954 eV
Kohn-Sham gap (alpha / beta): 9.53 / 6.44 eV
HOMO level (alpha / beta): -9.79 / -8.39 eV

XYZ file:
```
13
Properties=species:S:1:pos:R:3:lowdin_charge:R:1
C -0.75421 -1.20251 0.52898 -0.750
C 1.65621 -0.60215 0.10636 -0.065
C -0.90223 1.86097 -0.20817 -0.558
C 0.25089 -0.92814 -0.39820 -0.111
O -0.77439 -1.30451 1.71233 0.073
Cl -2.41182 -1.30563 -0.44559 0.451
Cl -2.50231 1.70000 -0.53953 0.607
H 2.35391 -1.16785 -0.40639 0.041
H 1.76836 -0.69029 1.18330 0.076
H 1.96193 0.50603 -0.11223 0.116
H -0.43459 1.79882 0.89901 0.098
H -0.22939 1.92704 -0.96814 -0.041
H 0.01763 -0.59179 -1.35173 0.064
```

---

Stability summary: most stable P, least stable Q.

---

## P
Density functional theory data (ωB97M-V/def2-TZVPD) for a 2-piece molecular cluster, C4H3N overall.

Results
2S+1: 1
E_LUMO (alpha / beta): -1.757 / -2.626 eV
Kohn-Sham gap (alpha / beta): 9.39 / 7.24 eV
HOMO level (alpha / beta): -11.15 / -9.86 eV

XYZ file:
```
8
Properties=species:S:1:pos:R:3:lowdin_charge:R:1
C -3.42023 0.17656 0.07210 -0.093
C -2.40208 -0.42014 -0.09791 0.062
C 0.88569 -0.24292 -0.17027 -0.116
C 2.26112 0.16300 -0.10456 -0.105
N 1.52652 -1.20200 0.26756 0.104
H -4.34913 0.64034 0.28490 0.001
H 2.88330 0.13997 -0.98695 0.073
H 2.61481 0.74520 0.73513 0.074
```

---

## Q
Density functional theory data (ωB97M-V/def2-TZVPD) for a single C4H3N molecule.

Results
2S+1: 1
E_LUMO (alpha / beta): -1.239 / -0.829 eV
Kohn-Sham gap (alpha / beta): 7.79 / 7.93 eV
HOMO level (alpha / beta): -9.03 / -8.76 eV

XYZ file:
```
8
Properties=species:S:1:pos:R:3:lowdin_charge:R:1
C 1.83063 0.69311 -0.18362 0.167
C 0.72644 0.05701 -0.31611 -0.294
C -0.54704 -0.38309 -0.71163 -0.109
C -1.73621 0.31882 -0.36786 -0.233
N -2.72020 0.86532 -0.07284 0.140
H 2.58399 0.83275 0.58115 0.044
H 0.76438 -0.90348 0.30634 0.175
H -0.63403 -1.37424 -1.15210 0.111
```

---

Stability summary: most stable Q, least stable P.

---

## P
Density functional theory data (ωB97M-V/def2-TZVPD) for a single C4H3N molecule.

Results
2S+1: 1
E_LUMO: 0.749 eV
Kohn-Sham gap: 11.55 eV
HOMO level: -10.80 eV

XYZ file:
```
8
Properties=species:S:1:pos:R:3:lowdin_charge:R:1
C -1.89830 -0.24564 -0.09224 0.128
C -0.76174 0.04808 0.15815 -0.148
C 0.63945 0.38493 0.43393 -0.187
C 1.42994 -0.30476 -0.58553 -0.228
N 1.80121 -0.94026 -1.47577 0.154
H -2.92951 -0.46110 -0.25336 0.032
H 0.92529 0.05143 1.43692 0.124
H 0.79367 1.46733 0.37790 0.124
```

---

## Q
Density functional theory data (ωB97M-V/def2-TZVPD) for a single C4H3N molecule.

Results
2S+1: 1
E_LUMO (alpha / beta): -1.464 / -1.455 eV
Kohn-Sham gap (alpha / beta): 7.42 / 7.42 eV
HOMO level (alpha / beta): -8.88 / -8.88 eV

XYZ file:
```
8
Properties=species:S:1:pos:R:3:lowdin_charge:R:1
C 1.75362 0.72976 -0.21973 0.209
C 0.67734 -0.08894 -0.24142 -0.265
C -0.58475 -0.42005 -0.58776 -0.131
C -1.71726 0.41632 -0.44202 -0.246
N -2.68900 1.01812 -0.24810 0.134
H 2.32949 0.88741 0.69708 0.041
H 1.29609 -0.98790 -0.00674 0.155
H -0.78522 -1.44532 -0.86389 0.103
```

---

Stability summary: most stable P, least stable Q.

---

## P
Density functional theory data (ωB97M-V/def2-TZVPD) for a single C5H7PS molecule.

Results
2S+1: 1
E_LUMO: 0.047 eV
Kohn-Sham gap: 8.20 eV
HOMO level: -8.16 eV

XYZ file:
```
14
Properties=species:S:1:pos:R:3:lowdin_charge:R:1
C 0.50370 1.31898 0.02207 -0.212
C -0.81579 1.40255 0.40873 -0.322
C 1.05939 0.07626 -0.10766 -0.167
C 2.30462 -0.45147 -0.32616 0.013
C -0.70103 -1.33936 0.37396 -0.269
P -1.82736 -0.06577 0.88078 0.541
S -3.15854 0.02986 -0.76543 0.355
H 1.18305 2.15244 0.09575 0.115
H -1.19691 2.37845 0.40914 0.036
H 2.75101 -1.44578 -0.55951 0.066
H 3.01113 0.43837 -0.37095 0.071
H -1.11410 -1.92184 -0.29465 -0.065
H -0.15266 -1.88370 1.15763 0.035
H -3.62220 1.22019 -0.34640 -0.197
```

---

## Q
Density functional theory data (ωB97M-V/def2-TZVPD) for C5H7PS as an isolated structure.

Results
2S+1: 1
E_LUMO: 0.304 eV
Kohn-Sham gap: 9.07 eV
HOMO level: -8.76 eV

XYZ file:
```
14
Properties=species:S:1:pos:R:3:lowdin_charge:R:1
C -1.28428 1.13407 0.07082 -0.196
C -1.79362 -0.20554 -0.19366 -0.203
C -0.16479 1.19586 0.73542 -0.319
C -1.10501 -1.17209 0.40283 -0.305
C 1.49624 -0.89795 -0.11698 -0.834
P 0.30897 -0.45442 1.23594 0.871
S 2.92703 0.17678 -0.12015 0.595
H -1.83035 2.00792 -0.34046 0.114
H -2.53054 -0.29852 -1.01894 0.111
H 0.34255 2.02693 1.05660 0.039
H -1.37993 -2.23432 0.29342 0.083
H 0.90753 -0.62310 -1.32797 0.150
H 1.92720 -1.92953 -0.23376 0.031
H 2.17901 1.27389 -0.44311 -0.137
```

---

Stability summary: most stable Q, least stable P.